(1)
# C4H10OS

A cluster of 2 separate species, C4H10OS in total in a non-equilibrium geometry (the ωB97M-V functional and the def2-TZVPD basis, the Open Molecules 2025 dataset).

The geometry in XYZ format:
```
16
Properties=species:S:1:pos:R:3
C -1.80007 -0.49369 1.69714
C 1.36672 0.90900 -1.26865
C 0.38818 -0.17504 0.83837
C 0.13877 0.54425 -0.48892
O 1.01842 -1.33523 0.76426
S -0.90535 -0.59589 -1.53195
H -1.51735 -1.31781 2.33265
H -2.25779 -0.64778 0.79409
H -1.86559 0.44330 2.16282
H 1.78510 -0.15445 -1.60805
H 1.05259 1.44827 -2.15261
H 2.06377 1.45302 -0.49803
H 0.88848 0.26834 1.78620
H -0.38485 1.44399 -0.22469
H 0.79585 -1.92335 -0.07282
H -0.76688 0.13308 -2.52980
```

Results
- energy relative to the best compared isomer or geometry (same formula, charge and spin) (eV) = 3.892
- molecular weight (g/mol) = 106.19
- total charge = 0
- E_tot (eV) = -17188.934
- lowest unoccupied orbital energy (eV) = 0.7
- gap between HOMO and LUMO (eV) = 8.28



(2)
# FNO4S

An isolated molecule of FNO4S in a non-equilibrium geometry (the ωB97M-V functional and the def2-TZVPD basis, the Open Molecules 2025 dataset).

The geometry in XYZ format:
```
7
Properties=species:S:1:pos:R:3
N -0.06377 1.46476 -0.96484
O -0.61622 0.25491 -0.88453
O 0.50741 1.99494 -0.06322
O -0.14055 -0.10853 1.60334
O -0.80199 -2.02125 0.17419
F 1.28240 -0.81017 -0.22444
S -0.16727 -0.77466 0.35950
```

Results
- energy relative to the best compared isomer or geometry (same formula, charge and spin) (eV) = 0.492
- molecular weight (g/mol) = 129.07
- total charge = 0
- structure (SMILES) = O=NOS(=O)(=O)F
- E_tot (eV) = -23228.734
- lowest unoccupied orbital energy (eV) = -0.8
- gap between HOMO and LUMO (eV) = 10.50



(3)
# C47H64AsCdF6O6

A structure of composition C47H64AsCdF6O6 in a non-equilibrium geometry (the ωB97M-V functional and the def2-TZVPD basis, the Open Molecules 2025 dataset).

The geometry in XYZ format:
```
125
Properties=species:S:1:pos:R:3
Cd -2.34883 2.17447 -2.17713
C -5.09375 0.29145 0.46953
O -3.79548 0.42597 -0.04453
C -2.98555 -0.48680 0.54501
C -2.27381 -0.14121 1.70135
C -2.30325 1.25334 2.25138
C -1.16214 2.13004 1.87247
C -0.50207 2.86174 2.90644
C 0.78279 3.34788 2.92659
C 1.64008 3.20815 1.83088
C 1.31570 3.35765 0.50756
C 2.32069 3.18809 -0.62301
C 2.27506 1.87368 -1.38248
C 3.29475 0.98717 -1.09234
C 3.42292 -0.24715 -1.68189
C 2.38505 -0.56969 -2.54646
C 1.32771 0.25715 -2.86839
C 0.28317 -0.19962 -3.89550
C -0.48194 -1.44069 -3.39451
C 0.08887 -2.71235 -3.47788
C -0.42229 -3.84370 -2.91071
C -1.64262 -3.65014 -2.22831
C -2.28665 -2.41881 -2.16118
C -3.50281 -2.21872 -1.21541
C -2.95974 -1.79572 0.10269
C -2.28961 -2.77833 0.85475
C -1.57315 -2.43736 1.98990
C -1.50380 -1.09358 2.30999
C -0.75530 -3.44292 2.83724
C -0.41803 -4.67786 1.99468
C 0.54630 -2.86113 3.40555
C -1.61738 -3.83266 4.03974
C -1.74055 -1.26767 -2.77083
O -2.38847 -0.12023 -2.70542
C 0.34902 -5.17042 -2.89580
C -0.57486 -6.29637 -2.37902
C 1.62890 -4.99614 -2.03180
C 0.80165 -5.52372 -4.36074
C 1.32348 1.54569 -2.30599
O 0.33080 2.47758 -2.59135
C 0.56289 3.39248 -3.64591
C 4.56217 -1.22757 -1.37810
C 4.76602 -2.24308 -2.49425
C 4.22619 -1.92549 -0.06158
C 5.85571 -0.45957 -1.24388
C -0.89017 2.40624 0.54076
O -1.16370 1.65405 -0.41196
C 1.29765 3.91829 4.23929
C 1.46470 2.82565 5.33804
C 2.67627 4.65688 4.11148
C 0.34565 4.91529 4.87586
H -5.53915 -0.57960 0.04592
H -5.61110 1.24637 0.18029
H -5.08921 0.11215 1.54466
H -2.33386 1.18036 3.37680
H -3.24210 1.65403 1.90066
H -0.98839 2.90052 3.87791
H 2.75014 3.15564 2.01697
H 3.31458 3.29431 -0.17109
H 2.23796 4.00497 -1.32848
H 4.07040 1.23768 -0.37922
H 2.43174 -1.54430 -3.01260
H 0.73057 -0.46205 -4.83438
H -0.44995 0.60200 -4.06337
H 1.03815 -2.81902 -4.08961
H -2.16147 -4.45111 -1.74032
H -4.00342 -3.17514 -1.08160
H -4.19321 -1.47357 -1.63072
H -2.39290 -3.76014 0.50711
H -0.94298 -0.67622 3.14071
H 0.19170 -4.40881 1.15291
H -1.23189 -5.18360 1.58362
H 0.16025 -5.44700 2.52992
H 1.18473 -2.47679 2.61945
H 1.04696 -3.56098 4.06678
H 0.28143 -2.02501 4.06687
H -2.52243 -4.36029 3.77308
H -1.85357 -2.97125 4.62113
H -1.02949 -4.47659 4.68377
H -0.79417 -6.19199 -1.30579
H -0.12295 -7.28150 -2.56624
H -1.50223 -6.18615 -2.95090
H 1.47901 -4.66656 -1.03156
H 2.30553 -4.30580 -2.50667
H 2.11028 -5.97146 -1.94685
H -0.00809 -5.95083 -4.94088
H 1.53770 -6.30517 -4.25671
H 1.18887 -4.66834 -4.87524
H 0.54801 2.83015 -4.61075
H 1.51308 3.94963 -3.51899
H -0.20238 4.14694 -3.62969
H 3.86631 -2.86159 -2.74464
H 5.57723 -2.96142 -2.24551
H 5.10854 -1.81722 -3.38395
H 3.34026 -2.56014 -0.24322
H 3.96698 -1.20022 0.72493
H 5.04804 -2.53940 0.28592
H 6.15798 0.05127 -2.15898
H 6.65892 -1.11543 -0.95934
H 5.79531 0.26859 -0.42237
H 2.34403 2.15573 5.26034
H 0.56510 2.16588 5.32401
H 1.49248 3.29197 6.34643
H 3.49501 3.96442 3.84000
H 2.93853 5.09242 5.08062
H 2.64789 5.47329 3.34864
H -0.67544 4.56521 4.90114
H 0.19821 5.80001 4.25150
H 0.73101 5.16672 5.85823
O -3.52096 0.76896 -5.11118
H -3.16423 0.35924 -4.31930
H -3.52341 1.69208 -4.87639
O -2.58616 6.16904 -1.90555
H -1.84950 5.91472 -1.32705
H -3.30036 5.96852 -1.26325
F -3.36884 3.87977 0.61660
As -3.93209 5.16040 1.65018
F -5.25446 4.09078 2.13456
F -4.86420 5.83346 0.27468
F -4.60572 6.45095 2.64198
F -2.58938 6.14026 1.14282
F -2.96134 4.57098 3.04171
C -0.13410 3.66671 0.22953
H -0.29900 3.89707 -0.78841
H -0.40706 4.49130 0.90363
```

Results
- energy relative to the best compared isomer or geometry (same formula, charge and spin) (eV) = 0.000
- molecular weight (g/mol) = 1026.34
- total charge = -2
- multiplicity = 2
- E_tot (eV) = -143775.622
- ⟨S²⟩ = 0.75
- lowest unoccupied orbital energy (alpha / beta) (eV) = 3.8 / 3.8
- gap between HOMO and LUMO (alpha / beta) (eV) = 5.16 / 5.24



(4)
# C55H63BrCdN6O2

A structure of composition C55H63BrCdN6O2 (the ωB97M-V functional and the def2-TZVPD basis, the Open Molecules 2025 dataset).

The geometry in XYZ format:
```
128
Properties=species:S:1:pos:R:3
Cd 0.47838 -0.76474 0.01923
C 3.78690 -2.35109 -4.30617
C 2.83139 -3.49049 -4.12723
C 2.58114 -4.36078 -5.18450
C 1.71086 -5.43047 -5.05476
C 1.07377 -5.62819 -3.83615
C 1.28607 -4.76546 -2.77116
C 0.57133 -4.95711 -1.46167
C 2.18689 -3.68006 -2.89396
N 2.31000 -2.86234 -1.77674
C 3.44241 -2.74716 -1.10861
O 4.61095 -3.00216 -1.47075
C 3.24220 -2.36624 0.36498
C 4.28539 -2.52900 1.26259
C 4.02437 -2.47498 2.62478
C 2.72165 -2.31832 3.06491
C 1.72651 -2.15395 2.11409
N 2.00203 -2.14165 0.80708
C 0.25483 -2.22782 2.51168
O 0.02237 -2.59947 3.66509
N -0.60301 -2.01756 1.50632
C -1.91356 -2.55314 1.57979
C -3.06042 -1.82496 1.19151
C -3.03910 -0.42723 0.63202
C -4.31776 -2.41609 1.30305
C -4.48468 -3.71486 1.74116
C -3.35774 -4.46125 2.03541
C -2.08397 -3.91634 1.94639
C -0.91269 -4.82662 2.20465
H 3.23681 -1.41328 -4.38578
H 4.45911 -2.28380 -3.44667
H 4.37291 -2.48084 -5.21889
H 3.09558 -4.20030 -6.12811
H 1.52766 -6.09795 -5.88896
H 0.40322 -6.47242 -3.70930
H -0.19406 -5.73137 -1.53757
H 0.11535 -4.01251 -1.15789
H 1.27412 -5.22743 -0.66819
H 5.27738 -2.69463 0.86565
H 4.83112 -2.57875 3.34138
H 2.44890 -2.34781 4.11016
H -3.69662 0.21422 1.22166
H -3.41731 -0.42844 -0.39535
H -2.06296 0.03566 0.66458
H -5.18334 -1.81817 1.03708
H -5.47557 -4.14756 1.82633
H -3.45731 -5.50065 2.33335
H -1.21349 -5.87017 2.09648
H -0.51654 -4.66876 3.20788
H -0.10137 -4.61872 1.50446
C 3.83178 1.51234 -4.58589
C 3.94579 1.34624 -3.09390
C 4.97981 1.91950 -2.37201
C 4.98634 1.80688 -0.99456
C 3.94767 1.11562 -0.40000
Br 3.85798 1.11660 1.50028
N 2.97107 0.51477 -1.05393
C 2.98492 0.63682 -2.38102
H 4.57708 2.21560 -4.95914
H 2.84038 1.89007 -4.84665
H 3.96676 0.56119 -5.09823
H 5.76020 2.47443 -2.87892
H 5.75709 2.26228 -0.38956
H 2.15809 0.16605 -2.89949
C -1.20962 5.53360 2.86914
C -2.06191 4.51713 2.10116
C -3.11548 5.22501 1.24475
C -2.65980 3.50699 3.06524
C -3.77471 3.86092 3.81587
C -4.35499 2.99553 4.73123
C -3.76968 1.74656 4.92180
C -2.66325 1.34417 4.19613
C -1.99934 0.01340 4.47140
C -0.90470 0.18992 5.53000
C -2.97243 -1.09118 4.89865
C -2.07560 2.20672 3.21155
N -1.12549 1.70444 2.39502
C -0.02731 2.29142 1.91721
C 0.58179 2.10332 0.71459
N 0.10096 1.28544 -0.35372
C -0.42879 1.79251 -1.49314
C -1.06488 0.89056 -2.43801
C -2.03116 1.36155 -3.30779
C -2.33660 2.70915 -3.41521
C -1.48590 3.58824 -2.76665
C -0.48405 3.19422 -1.88184
C 0.52061 4.32050 -1.59309
C 1.97557 3.86823 -1.74110
C 0.29553 5.19420 -0.35070
C -0.62357 -0.55605 -2.65410
C -1.63192 -1.64115 -2.24547
C -0.23723 -0.79253 -4.12327
H -0.72465 6.24530 2.19146
H -0.43295 5.01626 3.43716
H -1.82895 6.09485 3.57713
H -1.40994 3.97629 1.41837
H -3.74423 5.89051 1.84317
H -3.75501 4.48815 0.75523
H -2.63385 5.82292 0.46456
H -4.21087 4.84768 3.68438
H -5.24413 3.28278 5.28229
H -4.19454 1.07068 5.65851
H -1.51324 -0.29379 3.54681
H -1.33207 0.58805 6.45640
H -0.14221 0.88850 5.17343
H -0.42698 -0.77135 5.75007
H -3.24485 -0.98970 5.95664
H -2.49626 -2.06193 4.75139
H -3.88690 -1.06548 4.29978
H 0.52130 2.98209 2.58509
H 1.54247 2.58597 0.58625
H -2.55000 0.65112 -3.94554
H -3.13216 3.06091 -4.06035
H -1.57911 4.64990 -2.98350
H 0.36148 5.01384 -2.42453
H 2.22387 3.04383 -1.07594
H 2.65367 4.69867 -1.51847
H 2.16977 3.53547 -2.76567
H 0.34238 4.63264 0.57439
H -0.68794 5.66862 -0.41081
H 1.05259 5.98835 -0.31684
H 0.28779 -0.74539 -2.08024
H -2.57968 -1.50205 -2.76968
H -1.83384 -1.64454 -1.17285
H -1.22779 -2.62213 -2.51439
H -1.13121 -0.86505 -4.74534
H 0.31304 -1.73485 -4.21699
H 0.37393 0.02488 -4.51333
```

Results
- energy relative to the best compared isomer or geometry (same formula, charge and spin) (eV) = 1.962
- molecular weight (g/mol) = 1032.46
- total charge = -2
- E_tot (eV) = -145702.507
- lowest unoccupied orbital energy (eV) = 3.9
- gap between HOMO and LUMO (eV) = 4.81